# 1
C45H37ClN3O2P2ReS as an isolated structure in a non-equilibrium geometry, computed with ωB97M-V with the def2-TZVPD basis set.

The geometry in XYZ format:
```
92
Properties=species:S:1:pos:R:3:mulliken_spin:R:1
Re -0.1119 0.2282 0.0314 0.84
S 0.4797 0.4149 2.4140 0.02
C 2.0529 0.3607 1.6801 0.03
C 3.2919 0.2692 2.3051 0.00
C 4.4152 0.1726 1.5068 0.01
C 4.2762 0.1749 0.1196 0.00
C 3.0117 0.2621 -0.4298 0.01
N 1.9273 0.3474 0.3339 -0.02
H 3.3500 0.2603 3.3792 0.00
H 5.3939 0.0912 1.9536 0.00
H 5.1377 0.1084 -0.5236 0.00
H 2.8417 0.2594 -1.4983 0.00
C -2.5480 1.4979 -2.5844 0.01
N -2.1437 0.1077 -2.2762 0.00
P -0.3777 0.0012 -2.4496 -0.01
C -0.2586 0.6766 -4.1519 0.00
C 0.5436 1.7341 -4.5461 0.00
C 0.5172 2.1591 -5.8668 0.00
C -0.3097 1.5388 -6.7860 0.00
C -1.1069 0.4727 -6.3921 0.00
C -1.0745 0.0321 -5.0842 0.00
C 0.1466 -1.6938 -2.8995 -0.01
C -0.5018 -2.8859 -2.6183 0.01
C -0.0008 -4.0782 -3.1144 -0.01
C 1.1762 -4.0967 -3.8419 0.00
C 1.8773 -2.9173 -4.0475 0.00
C 1.3676 -1.7240 -3.5768 0.01
P -2.4346 -0.2244 -0.5663 -0.01
C -3.1428 -1.8974 -0.5820 -0.01
C -3.6305 -2.4891 -1.7424 0.00
C -4.3035 -3.6946 -1.6668 0.00
C -4.4953 -4.3092 -0.4394 0.00
C -4.0170 -3.7165 0.7184 0.00
C -3.3411 -2.5114 0.6487 0.00
C -4.0063 0.6364 -0.2062 -0.01
C -5.0900 0.4212 -1.0590 0.00
C -6.2834 1.0780 -0.8348 0.00
C -6.4207 1.9145 0.2639 0.00
C -5.3637 2.0824 1.1412 0.00
C -4.1514 1.4502 0.9084 -0.01
H -2.1837 1.7806 -3.5707 0.00
H -2.1634 2.2162 -1.8483 -0.01
H -3.6328 1.5616 -2.5882 0.00
H 1.1709 2.2302 -3.8231 0.00
H 1.1390 2.9905 -6.1645 0.00
H -0.3457 1.8862 -7.8073 0.00
H -1.7612 -0.0073 -7.1040 0.00
H -1.6918 -0.7981 -4.7710 0.00
H -1.4001 -2.8906 -2.0228 0.01
H -0.5441 -4.9929 -2.9313 0.00
H 1.5578 -5.0260 -4.2376 0.00
H 2.8129 -2.9259 -4.5852 0.00
H 1.9024 -0.7973 -3.7437 0.00
H -3.4668 -2.0094 -2.6970 0.00
H -4.6826 -4.1508 -2.5688 0.00
H -5.0281 -5.2462 -0.3814 0.00
H -4.1778 -4.1907 1.6743 0.00
H -2.9734 -2.0251 1.5436 0.00
H -4.9905 -0.2562 -1.8954 0.00
H -7.1062 0.9377 -1.5197 0.00
H -7.3527 2.4316 0.4346 0.00
H -5.4740 2.7162 2.0078 0.00
H -3.3177 1.6052 1.5763 0.00
O 1.2744 2.5240 -1.8066 0.00
C 0.5873 3.0463 -0.9458 -0.01
N -0.2089 2.3287 -0.0967 0.10
C -0.8458 3.1394 0.8218 0.01
O -1.5634 2.7199 1.7010 0.00
C -0.4575 4.5329 0.4962 -0.01
C -0.8084 5.7310 1.0798 0.00
C -0.2606 6.8921 0.5392 0.00
C 0.6160 6.8409 -0.5332 0.00
C 0.9819 5.6274 -1.1118 0.00
C 0.4274 4.4780 -0.5891 0.00
H -1.4752 5.7613 1.9276 0.00
H -0.5179 7.8459 0.9737 0.00
H 1.0334 7.7563 -0.9253 0.00
H 1.6793 5.5867 -1.9341 0.00
Cl 2.5742 -4.3649 -0.8121 0.00
C 1.2284 -4.9086 0.1176 0.01
C 1.0184 -6.2635 0.2523 0.00
C -0.0414 -6.7386 1.0112 0.01
C -0.8872 -5.8370 1.6571 0.00
C -0.6736 -4.4882 1.5506 0.00
C 0.3856 -3.9534 0.7621 0.01
C 0.6060 -2.5886 0.6909 0.07
H 1.6922 -6.9570 -0.2264 0.00
H -0.2048 -7.8004 1.1021 0.00
H -1.7054 -6.2048 2.2576 0.00
H -1.3052 -3.7984 2.0878 0.00
H 1.4739 -2.2267 0.1593 -0.04
H 0.0502 -1.9539 1.3740 -0.01
```

Calculated values
⟨S²⟩   0.861
E_tot   -3670.88911 hartree
Net charge   +1
Spin multiplicity   2
E_HOMO (spin up / spin down)   -9.6 / -9.4 eV
M   967.5 g mol⁻¹
Energy above the lowest of the compared OMol25 structures with the same formula, charge and spin   65.9 kcal/mol

# 2
C45H38BiClF2N3O3P as an isolated structure, computed with ωB97M-V with the def2-TZVPD basis set.

The geometry in XYZ format:
```
94
Properties=species:S:1:pos:R:3:lowdin_charge:R:1
Bi 0.1232 -0.2623 1.0095 1.90
Cl -0.9070 -5.9447 5.6706 0.65
C -0.3929 -4.4712 4.9000 -0.68
C -0.3615 -3.2768 5.6405 -0.09
C 0.0119 -2.1050 5.0420 0.00
C 0.3658 -2.0417 3.6666 -0.37
O 0.7149 -0.9110 3.1507 -0.25
C 0.3584 -3.2703 2.9455 -0.15
C 0.8038 -3.3718 1.5938 -0.07
N 0.9884 -2.4131 0.7442 -0.04
C 1.4657 -2.7470 -0.5572 -0.22
C 1.0097 -3.8452 -1.2375 -0.02
C 1.5054 -4.1702 -2.5170 -0.06
C 2.4532 -3.3867 -3.1068 -0.04
C 2.9374 -2.2399 -2.4347 -0.16
C 3.9243 -1.3937 -2.9867 -0.01
C 4.3582 -0.3163 -2.2730 -0.04
C 3.8204 -0.0951 -0.9875 -0.15
N 2.8984 -0.8475 -0.4445 0.10
C 2.4420 -1.9078 -1.1528 -0.18
C -0.0196 -4.4697 3.5901 -0.07
H -0.6487 -3.2954 6.6844 0.11
H 0.0308 -1.1763 5.5993 0.12
H 1.0550 -4.3800 1.2606 0.14
H 0.2328 -4.4631 -0.8029 0.11
H 1.1168 -5.0432 -3.0258 0.11
H 2.8393 -3.6233 -4.0919 0.12
H 4.3371 -1.6276 -3.9613 0.12
H 5.1014 0.3648 -2.6669 0.11
H 4.1858 0.7309 -0.3868 0.08
H -0.0352 -5.3917 3.0184 0.12
F -3.2852 -4.6021 0.9238 0.07
C -3.0580 -3.3941 1.4691 -0.26
C -2.0995 -2.5745 0.9144 -0.06
C -1.8333 -1.3394 1.4898 -0.23
C -2.6270 -0.8850 2.5517 -0.14
C -3.5355 -1.7801 3.1112 -0.21
F -4.2085 -1.4503 4.2323 0.07
C -3.7568 -3.0425 2.6037 0.08
C -2.5148 0.5206 3.0182 -0.21
C -3.5988 1.2090 3.5630 0.00
C -3.4273 2.5150 3.9817 -0.05
C -2.1783 3.1051 3.8659 -0.05
C -1.1722 2.3779 3.2610 -0.13
N -1.3364 1.1267 2.8238 0.03
H -1.5684 -2.8918 0.0242 0.10
H -4.4573 -3.7179 3.0752 0.14
H -4.5600 0.7253 3.6403 0.12
H -4.2597 3.0671 4.3988 0.11
H -1.9930 4.1073 4.2256 0.11
H -0.1893 2.8088 3.1138 0.08
C -4.4150 0.1827 -6.2884 -0.06
C -3.4440 0.1479 -5.1359 -0.27
C -3.8604 0.4376 -3.8421 -0.01
C -2.9658 0.4608 -2.7766 -0.20
C -3.4396 0.7762 -1.3792 -0.02
C -1.6217 0.1869 -3.0276 -0.07
C -1.1804 -0.1262 -4.3094 -0.20
C 0.2768 -0.4391 -4.5469 -0.02
C -2.1012 -0.1436 -5.3492 -0.01
C -0.6565 0.2376 -1.8747 -0.64
O 0.0267 1.2415 -1.6713 -0.02
O -0.6581 -0.8121 -1.1188 -0.20
H -5.4442 0.2253 -5.9332 0.07
H -4.3041 -0.6944 -6.9279 0.08
H -4.2371 1.0654 -6.9068 0.08
H -4.9100 0.6428 -3.6525 0.11
H -4.5050 1.0050 -1.3751 0.08
H -2.9001 1.6360 -0.9690 0.09
H -3.2625 -0.0721 -0.7125 0.07
H 0.6327 -1.1875 -3.8333 0.07
H 0.8880 0.4561 -4.4106 0.09
H 0.4336 -0.8169 -5.5572 0.08
H -1.7616 -0.3947 -6.3503 0.12
C 0.6773 3.5773 0.4512 -0.29
P 2.1572 2.4723 0.5228 0.87
C 2.3841 2.3265 2.3598 -0.31
C 3.4014 3.7951 0.1794 -0.39
C 4.2289 4.4132 1.1136 -0.10
C 5.0865 5.4401 0.7309 -0.09
C 5.1317 5.8632 -0.5886 -0.10
C 4.3358 5.2330 -1.5375 -0.09
C 3.4909 4.2023 -1.1565 -0.12
H 0.7878 4.4418 1.1083 0.05
H -0.2321 3.0245 0.6953 0.01
H 0.5743 3.9141 -0.5799 0.04
H 2.2396 3.2842 2.8658 0.04
H 3.4020 1.9772 2.5471 0.04
H 1.7162 1.5796 2.7908 -0.01
H 4.2136 4.1113 2.1528 0.09
H 5.7162 5.9156 1.4735 0.10
H 5.7929 6.6704 -0.8788 0.10
H 4.3739 5.5493 -2.5730 0.10
H 2.8756 3.7005 -1.8987 0.10
```

Calculated values
E_tot   -3343.55655 hartree
Spin multiplicity   1
E_HOMO   -7.9 eV
M   982.2 g mol⁻¹
Energy above the lowest of the compared OMol25 structures with the same formula, charge and spin   0.8 kcal/mol

Question: Which value of spin multiplicity does entry 1 give?
Answer: 2

Question: What is the M in the first record?
Answer: 967.5 g mol⁻¹